Computed, not measured: a structure of composition C21H64AsF6O11 at a distorted geometry, with wB97M-V/def2-TZVPD.

Geometry as ORCA input:
```
! RIJCOSX wB97M-V def2-TZVPD def2/J DEFGRID3
* xyz -2 2
As 25.01881 -6.20092 -9.54393
F 24.53016 -6.57403 -7.87784
F 23.68956 -7.32762 -10.11675
F 25.39246 -5.74378 -11.20026
F 26.37625 -5.21580 -8.93011
F 26.19741 -7.60863 -9.58220
F 24.03090 -4.70064 -9.39807
O 24.04318 -6.68159 -13.34430
H 23.32696 -6.07218 -13.52290
H 24.14989 -6.65446 -12.39345
O 27.47158 -5.17297 -12.99211
H 26.66371 -5.60495 -12.71467
H 28.06499 -5.27288 -12.24772
O 21.56582 -8.92590 -10.90318
H 21.10136 -8.45753 -11.59682
H 22.39134 -8.45154 -10.80447
O 22.35776 -3.00987 -10.53729
H 23.15369 -3.32918 -10.11213
H 21.72118 -3.71413 -10.41479
C 24.00960 -9.93620 -6.30367
C 22.88737 -8.92695 -6.01043
C 21.59261 -9.21254 -6.83652
O 22.62180 -8.86930 -4.64190
H 24.29017 -9.77072 -7.34386
H 23.56311 -10.92989 -6.26715
H 24.88276 -9.89481 -5.65254
H 23.25705 -7.96439 -6.36386
H 21.20748 -10.17747 -6.50683
H 21.79408 -9.45629 -7.87963
H 20.89054 -8.37882 -6.82629
H 21.74189 -8.49723 -4.54747
C 31.09336 -5.19743 -11.99541
C 30.30290 -5.85070 -10.89315
C 31.01465 -5.94267 -9.55164
O 29.02310 -5.29925 -10.62963
H 30.43047 -4.93663 -12.82043
H 31.89650 -5.85685 -12.32442
H 31.45368 -4.26677 -11.55708
H 30.00164 -6.87349 -11.11954
H 30.38306 -6.04085 -8.66871
H 31.65621 -5.09048 -9.32745
H 31.61131 -6.85411 -9.51448
H 28.62343 -5.81556 -9.92586
C 20.96147 -5.90861 -8.39283
C 19.89233 -5.55941 -9.34310
C 18.83313 -4.71522 -8.68163
O 20.27112 -4.81287 -10.42129
H 21.63137 -5.07242 -8.19250
H 21.63478 -6.73418 -8.62347
H 20.62315 -6.08362 -7.37155
H 19.27206 -6.40392 -9.64337
H 17.94971 -4.58000 -9.30565
H 19.26583 -3.75650 -8.39574
H 18.44712 -5.20629 -7.78836
H 19.51080 -4.78968 -11.00694
C 25.50996 -2.42921 -11.97106
C 26.41116 -1.47827 -12.74423
C 26.59826 -0.23538 -11.84421
O 27.67939 -2.02788 -13.02763
H 25.97816 -2.66804 -11.01616
H 25.30621 -3.33338 -12.54471
H 24.50392 -2.05875 -11.77421
H 25.90572 -1.29226 -13.69187
H 27.44465 0.38053 -12.14816
H 26.80208 -0.49829 -10.80621
H 25.64024 0.28431 -11.85851
H 27.58157 -2.91419 -13.38327
C 26.90837 -4.96162 -3.76068
C 26.39587 -4.91463 -5.26741
C 25.27934 -3.95384 -5.49142
O 27.56044 -4.69119 -6.08688
H 27.77741 -5.59194 -3.57206
H 26.20917 -5.35412 -3.02234
H 27.13743 -3.96084 -3.39450
H 26.04968 -5.91553 -5.52519
H 24.46963 -4.34933 -4.87819
H 24.96808 -4.10215 -6.52546
H 25.52929 -2.91101 -5.29614
H 27.15960 -4.70651 -6.95906
C 27.29564 -8.78694 -12.35049
C 27.32256 -9.33651 -13.74357
C 27.55578 -8.42598 -14.82177
O 28.32201 -10.33842 -13.77868
H 27.14605 -9.60431 -11.64506
H 26.53337 -8.02549 -12.18546
H 28.25735 -8.37678 -12.04229
H 26.32000 -9.70791 -13.95576
H 28.35918 -7.71678 -14.62255
H 26.71231 -7.76970 -15.03610
H 27.85212 -8.91791 -15.74821
H 28.03179 -11.03655 -13.18708
C 27.76655 -8.77182 -6.17997
C 28.58177 -8.64561 -7.47001
C 30.00440 -9.30421 -7.32437
O 27.99094 -9.20845 -8.62222
H 27.76146 -9.81648 -5.86890
H 26.73074 -8.43535 -6.22474
H 28.32522 -8.24505 -5.40634
H 28.65219 -7.58432 -7.70833
H 30.62333 -8.74824 -6.62016
H 30.56601 -9.39060 -8.25454
H 29.88412 -10.31729 -6.94059
H 27.37496 -8.55536 -8.96231
*
```

Properties
- Frontier orbital gap (spin up / spin down): 3.0 / 9.0 eV
- Molar mass: 681.6 g mol⁻¹
- HOMO (spin up / spin down): 1.22 / -4.84 eV
- DFT total energy: -4501.2357 hartree